Computed, not measured: 12 unconnected molecules or ions with the total composition C75H156F15N9O13S5 in a non-equilibrium geometry, with ωB97M-V/def2-TZVPD.

Summary:
LUMO = -5.473 eV
E = -215238.73436 eV
Net charge = +4
Energy above the lowest of the compared OMol25 structures with the same formula, charge and spin = 0.8039 eV

Geometry (Å):
C: -20.84770 17.19089 17.71702
C: -21.83710 17.53461 16.60649
C: -21.22621 17.53259 15.22599
C: -20.34556 18.77267 14.96990
N: -19.47765 18.77729 13.76703
C: -18.70978 17.59223 13.49103
C: -17.74378 18.07855 12.38114
C: -17.54930 19.59372 12.55044
C: -18.37694 19.86232 13.87495
C: -20.45137 19.06839 12.66432
H: -19.86219 17.61763 17.50952
H: -20.70413 16.11537 17.95511
H: -21.14553 17.63777 18.70403
H: -22.34546 18.50168 16.66151
H: -22.61622 16.73329 16.53758
H: -21.99122 17.52159 14.39944
H: -20.58533 16.63834 15.06590
H: -19.74486 18.87654 15.89465
H: -21.00076 19.60857 14.96839
H: -19.37373 16.77581 13.25101
H: -18.21792 17.32952 14.44731
H: -18.08927 17.82543 11.34018
H: -16.79339 17.52161 12.46573
H: -17.92996 20.19199 11.77690
H: -16.52613 19.87919 12.74835
H: -18.74631 20.83340 13.99890
H: -17.84088 19.56935 14.78528
H: -21.14104 18.23726 12.71501
H: -19.92984 19.15921 11.69131
H: -20.91679 19.97223 12.90550
C: -15.16285 20.39733 21.76104
C: -14.23422 20.88705 20.59354
C: -14.90152 21.90460 19.67890
C: -14.16489 22.25418 18.31114
N: -14.98714 23.01351 17.27861
C: -14.15349 23.64660 16.27937
C: -15.12118 24.48914 15.47633
C: -16.00879 25.12445 16.65778
C: -15.73802 24.24261 17.87703
C: -15.97962 22.07795 16.62609
H: -14.65427 19.64657 22.36507
H: -16.02395 19.94391 21.27513
H: -15.49516 21.27868 22.35394
H: -14.05499 20.02016 19.89982
H: -13.28226 21.23092 20.97124
H: -15.00567 22.81496 20.21737
H: -15.89882 21.53857 19.39805
H: -14.01011 21.28618 17.83395
H: -13.23131 22.72205 18.45664
H: -13.67498 22.81545 15.74363
H: -13.36705 24.12008 16.80570
H: -15.72568 23.84332 14.85594
H: -14.65575 25.33777 14.92507
H: -17.05458 25.11601 16.42544
H: -15.66590 26.13960 16.86918
H: -16.65645 23.81652 18.33059
H: -15.10847 24.70971 18.64510
H: -16.24093 21.32534 17.36067
H: -15.29595 21.58824 15.83611
H: -16.81828 22.61334 16.21232
C: -5.00385 20.20524 19.72141
C: -5.90084 19.49216 18.70759
C: -6.99633 18.69224 19.35480
C: -8.01679 18.24599 18.27448
N: -9.16632 17.58673 18.91500
C: -10.28134 17.40474 17.98366
C: -11.53771 17.28267 18.79579
C: -11.24342 18.06290 20.12806
C: -9.77583 18.47142 19.97223
C: -8.83881 16.23039 19.54981
H: -5.64154 20.47628 20.60002
H: -4.61321 21.18990 19.40460
H: -4.15775 19.55313 20.03684
H: -5.33007 18.81132 18.01961
H: -6.33784 20.25426 18.09895
H: -7.55881 19.31474 19.98361
H: -6.69082 17.85593 19.99879
H: -7.64353 17.55843 17.55690
H: -8.43926 19.12180 17.79614
H: -10.08798 16.59768 17.29240
H: -10.25755 18.25504 17.26216
H: -11.73654 16.27988 18.86794
H: -12.33790 17.66973 18.16542
H: -11.55367 17.44510 20.98605
H: -11.84113 18.90837 20.21256
H: -9.18112 18.46896 20.85837
H: -9.83120 19.47087 19.55363
H: -8.95843 15.41719 18.79382
H: -9.55113 16.11426 20.37400
H: -7.82526 16.24169 19.92162
C: -6.10680 24.29438 20.23637
C: -6.94015 25.58462 20.35363
C: -8.01362 25.47259 21.40290
C: -9.00396 26.60836 21.27107
N: -10.27054 26.54241 22.14742
C: -10.86197 27.83640 22.36221
C: -11.39980 27.93591 23.75736
C: -10.98602 26.66060 24.51295
C: -9.96252 26.01311 23.54701
C: -11.25610 25.61110 21.51316
H: -5.61315 24.12480 19.31778
H: -6.72520 23.40450 20.33375
H: -5.26792 24.14364 20.94267
H: -7.34963 25.94717 19.42033
H: -6.27043 26.40343 20.63380
H: -7.61243 25.44645 22.36405
H: -8.50735 24.48090 21.23044
H: -9.28698 26.65963 20.25241
H: -8.46810 27.49920 21.55484
H: -11.57991 27.97668 21.54647
H: -10.06781 28.59958 22.20809
H: -12.47735 28.06674 23.80744
H: -11.02133 28.87558 24.11004
H: -11.89774 26.07136 24.60644
H: -10.54074 26.83003 25.48739
H: -9.98621 24.95586 23.47679
H: -8.98180 26.39355 23.83373
H: -11.48762 25.89667 20.47915
H: -12.11738 25.64570 22.11724
H: -10.85153 24.54377 21.53847
C: -18.77806 26.61293 9.90654
C: -20.16386 27.04640 10.30669
C: -21.15671 25.93364 10.58087
C: -21.26563 24.88961 9.51842
N: -22.37914 23.89082 9.79146
C: -22.47505 22.93396 8.53710
C: -23.62889 23.43699 7.63135
C: -24.08406 24.75312 8.28400
C: -23.77242 24.54722 9.76251
C: -21.94522 23.07535 10.92623
H: -18.11006 26.30151 10.71444
H: -18.20714 27.38077 9.41516
H: -18.75281 25.66424 9.24635
H: -20.46240 27.66643 9.44377
H: -20.13473 27.70314 11.19993
H: -22.04020 26.51273 10.66519
H: -20.89356 25.50342 11.50857
H: -20.34926 24.20631 9.46754
H: -21.39943 25.28259 8.50303
H: -22.72067 21.97926 8.91201
H: -21.53608 22.90577 8.02010
H: -24.41581 22.71929 7.61372
H: -23.28724 23.51576 6.60941
H: -25.15509 25.01420 8.00911
H: -23.49769 25.64530 7.96577
H: -24.43125 23.65939 10.15467
H: -23.81024 25.40634 10.48622
H: -21.73242 23.63051 11.84994
H: -21.01980 22.56937 10.63389
H: -22.71170 22.28356 11.08111
C: -8.77868 20.77948 12.66311
C: -8.23247 22.25824 12.50365
C: -6.72737 22.39972 12.70321
C: -6.40275 22.43182 14.19452
N: -5.24860 21.47636 14.52946
C: -5.11799 21.53878 16.02742
C: -4.30035 22.81542 16.37493
C: -3.43289 23.00202 15.10675
C: -3.87538 21.95246 14.09880
C: -5.60759 20.05812 14.18583
H: -8.07829 20.03954 12.45582
H: -9.60444 20.60250 11.97076
H: -9.24815 20.63267 13.60921
H: -8.81371 22.99063 13.00013
H: -8.44948 22.43827 11.43536
H: -6.23070 23.24314 12.15099
H: -6.39792 21.48146 12.32511
H: -7.17593 22.10101 14.86528
H: -6.19341 23.46152 14.57422
H: -4.42796 20.74038 16.37603
H: -6.11905 21.50725 16.45511
H: -3.68722 22.65705 17.27038
H: -5.01601 23.67945 16.39573
H: -2.34533 22.86355 15.20595
H: -3.70417 23.96729 14.71090
H: -3.18388 21.14706 13.90446
H: -3.99098 22.35892 13.11778
H: -5.46476 19.88620 13.08843
H: -6.67348 19.81902 14.34443
H: -4.89144 19.42790 14.69222
C: -18.31778 32.28672 18.13708
C: -16.87834 32.81526 18.11358
C: -16.79546 34.28177 18.58106
N: -15.42805 34.74235 19.09671
C: -14.31952 34.81631 18.03645
C: -14.99913 33.68632 20.17542
C: -14.02372 34.31758 21.16682
C: -14.25091 35.86926 20.88929
C: -15.39855 36.04435 19.93485
H: -18.78179 32.53201 19.06310
H: -18.51432 31.24710 18.00476
H: -18.85958 32.69743 17.26970
H: -16.42423 32.56351 17.11569
H: -16.34892 32.09806 18.80361
H: -17.39540 34.48066 19.44466
H: -17.13882 34.92379 17.76136
H: -14.73658 35.05125 17.09107
H: -13.83037 33.85732 17.96951
H: -13.70709 35.63292 18.32611
H: -14.76317 32.79584 19.59949
H: -15.94730 33.52786 20.72911
H: -13.00911 33.98324 20.96406
H: -14.29632 34.01178 22.18403
H: -13.35635 36.29752 20.33342
H: -14.35893 36.42025 21.87335
H: -15.31200 36.88490 19.24454
H: -16.44662 35.97650 20.29148
C: -16.42769 27.37783 26.37483
C: -17.09946 26.00509 26.11589
C: -17.66497 26.09889 24.72478
N: -18.09949 24.71221 24.11385
C: -16.89356 23.86227 23.85863
C: -18.73734 24.96899 22.77009
C: -19.61377 23.72234 22.45119
C: -19.81220 23.04135 23.82033
C: -19.19318 24.03021 24.84033
H: -16.05420 27.43353 27.43477
H: -17.14500 28.20783 26.36073
H: -15.56631 27.47274 25.67775
H: -17.81865 25.85488 26.89531
H: -16.33199 25.21357 26.24080
H: -16.86978 26.37855 24.07108
H: -18.48200 26.76191 24.61605
H: -17.12126 22.93614 23.36327
H: -16.40936 23.61088 24.79627
H: -16.07066 24.37044 23.32904
H: -17.88605 25.07738 22.06820
H: -19.33004 25.88372 22.80272
H: -19.11324 23.17437 21.68826
H: -20.50142 24.24600 21.99059
H: -19.21463 22.14544 23.80767
H: -20.83105 22.83110 24.12691
H: -18.80540 23.41949 25.64587
H: -19.77196 24.92079 25.29109
C: -14.73779 28.17874 20.47516
F: -14.69935 28.32552 19.11722
F: -13.75080 28.90911 20.96162
F: -15.81241 28.82664 20.97032
S: -14.85915 26.39878 20.99101
O: -16.26722 26.19646 20.79824
O: -13.93616 25.71585 20.07328
O: -14.37900 26.40691 22.32558
C: -9.19163 23.66932 17.93426
F: -9.52312 24.60546 18.84285
F: -9.90985 23.88770 16.81158
F: -7.89826 23.93642 17.63576
S: -9.45480 21.87384 18.42185
O: -8.96174 21.22441 17.25180
O: -8.66988 21.67964 19.63170
O: -10.87659 21.74699 18.56980
C: -20.26541 23.23134 14.93017
F: -20.37772 21.90937 15.23843
F: -21.50515 23.62960 14.60350
F: -19.84435 23.85980 16.03341
S: -19.08908 23.47112 13.46776
O: -19.53739 22.37014 12.61014
O: -19.51604 24.76160 12.99299
O: -17.83028 23.31066 14.14602
C: -15.45701 16.62215 17.33804
F: -14.32847 16.12994 17.89432
F: -15.64973 15.93834 16.17234
F: -16.44102 16.31753 18.19060
S: -15.45845 18.41717 17.12118
O: -16.67016 18.52646 16.33713
O: -15.54248 18.99164 18.41880
N: -14.08924 18.78963 16.37151
S: -13.71417 18.44747 14.82788
O: -12.98314 17.23004 14.85631
O: -14.72418 18.71816 13.79131
C: -12.42834 19.76462 14.61457
F: -12.93845 20.92394 14.21780
F: -11.62705 19.93497 15.75994
F: -11.69078 19.20856 13.63126

Here are the Mulliken charges for atoms 1 to 4, given in e: -0.72, -0.60, -0.49, -0.57